(1)
Formula: C20H26CaNO6Se
Source: the OMol25 dataset
Level of theory: ωB97M-V/def2-TZVPD

Summary:
charge: -1
multiplicity: 1
E_HOMO: -0.150 Eh
HOMO-LUMO gap: 6.6580 eV

Last column: Löwdin charge in e.
Atoms and positions in Å:
Ca 0.2190 0.6298 1.1473  1.2185
O -1.7583 3.2942 2.2078  0.0600
C -1.6663 2.2886 1.5265  -0.6768
O -0.8870 2.1068 0.5480  -0.2113
C -2.6379 1.1150 1.8372  -0.1051
C -2.5853 0.0157 0.7738  -0.2772
C -3.7884 -0.9301 0.9478  -0.0902
C -3.3661 -1.7116 2.2047  -0.0928
C -2.0018 -1.0646 2.5000  -0.2620
O -1.4979 -0.7851 1.2067  -0.2134
C -2.2307 0.3293 3.1011  -0.1043
C -0.9130 0.7381 3.8116  -0.6385
O -0.9544 0.9680 5.0114  0.0404
O 0.1330 0.6509 3.1137  -0.2125
H -3.6347 1.5512 1.9406  0.1564
H -2.4134 0.3751 -0.2433  0.1658
H -3.8944 -1.5878 0.0846  0.1093
H -4.7238 -0.3897 1.0755  0.1118
H -3.2544 -2.7761 1.9961  0.1106
H -4.0561 -1.5864 3.0376  0.1123
H -1.2998 -1.6923 3.0560  0.1691
H -3.0113 0.3336 3.8645  0.1502
C -0.2353 1.6197 -6.0445  -0.0715
C 0.0416 0.9973 -4.7056  -0.2941
C 1.0032 1.5224 -3.8575  -0.0285
C 1.3132 0.9139 -2.6513  -0.3146
C 2.3199 1.5327 -1.7388  -0.0949
C 0.6539 -0.2654 -2.2960  -0.5588
Se 1.2067 -1.2104 -0.7325  0.6096
C -0.3616 -0.7790 -3.1095  -0.3156
C -1.1221 -2.0039 -2.6931  -0.1059
C -0.6496 -0.1381 -4.3049  -0.0347
H 0.2639 2.5821 -6.1368  0.0652
H -1.3043 1.7684 -6.1978  0.0706
H 0.1306 0.9749 -6.8451  0.0723
H 1.5362 2.4210 -4.1458  0.1057
H 2.7546 2.4265 -2.1808  0.0729
H 3.1102 0.8170 -1.5089  0.0564
H 1.8286 1.7989 -0.7969  0.0517
H -1.3194 -1.9681 -1.6209  0.0305
H -0.5207 -2.8962 -2.8742  0.0733
H -2.0643 -2.0994 -3.2329  0.0677
H -1.4217 -0.5415 -4.9515  0.1090
C 4.8705 -1.1228 2.5061  -0.0574
N 3.5448 -0.5855 2.3473  -0.1692
C 2.4746 -1.5438 2.4950  -0.0574
C 3.3425 0.6514 1.8931  -0.3040
O 2.3033 1.1527 1.5165  -0.1276
H 4.9898 -1.5640 3.5007  0.0892
H 5.6166 -0.3381 2.3740  0.0844
H 5.0362 -1.9049 1.7585  0.0960
H 2.6036 -2.0914 3.4307  0.0991
H 2.4684 -2.2450 1.6514  0.0600
H 1.5302 -1.0024 2.5155  0.0516
H 4.2780 1.2499 1.8864  0.1488

***

(2)
Formula: C20H26Cl3GeN4NiS3
Source: the OMol25 dataset
Level of theory: ωB97M-V/def2-TZVPD

Summary:
charge: 0
multiplicity: 4
E_HOMO (alpha / beta): -0.247 / -0.253 Eh
HOMO-LUMO gap (alpha / beta): 6.7259 / 4.3759 eV

Last column: Löwdin charge in e.
Atoms and positions in Å:
Ni 0.5145 -1.1124 0.0324  -0.1010
C 0.6869 1.8725 0.2464  -0.0631
N 0.7905 0.7090 1.1666  -0.1937
C -0.2890 0.7277 2.1970  -0.1488
C -1.2636 -0.4594 2.1324  -0.1849
N -1.5138 -0.9515 0.7648  -0.2113
C -2.4100 -0.0307 0.0390  -0.0646
C -2.1303 -2.2818 0.7468  -0.3182
C -3.2569 -2.5154 1.5282  -0.0519
C -3.8876 -3.7439 1.5027  -0.0903
C -3.3895 -4.7386 0.6684  -0.0905
C -2.2692 -4.5036 -0.1064  -0.1294
C -1.6004 -3.2738 -0.0792  -0.6431
S -0.1174 -3.0748 -0.9935  0.5748
C 2.1407 0.7396 1.7005  -0.3354
C 2.4613 1.5366 2.7826  -0.0502
C 3.7650 1.5729 3.2602  -0.0534
C 4.7599 0.8259 2.6385  -0.0677
C 4.4524 0.0635 1.5317  -0.0905
C 3.1414 0.0117 1.0372  -0.6020
S 2.7794 -0.9724 -0.3411  0.7962
H 0.7536 2.8054 0.8166  0.1016
H -0.2417 1.8386 -0.3040  0.0388
H 1.5003 1.8241 -0.4738  0.0867
H -0.8204 1.6793 2.1224  0.1215
H 0.1590 0.6798 3.1874  0.0920
H -2.1977 -0.1479 2.6147  0.1230
H -0.8695 -1.2924 2.7115  0.0608
H -3.3909 -0.0093 0.5229  0.0965
H -2.5114 -0.3735 -0.9878  0.0787
H -1.9988 0.9775 0.0469  0.0596
H -3.6418 -1.7344 2.1753  0.1088
H -4.7531 -3.9246 2.1265  0.0992
H -3.8702 -5.7084 0.6364  0.1027
H -1.8626 -5.2870 -0.7329  0.1013
H 1.6940 2.1195 3.2726  0.1189
H 4.0012 2.1817 4.1224  0.1096
H 5.7716 0.8382 3.0190  0.1092
H 5.2125 -0.5284 1.0385  0.1096
Cl -0.1066 -4.2155 2.7054  0.1207
Ge 1.3005 -2.7302 1.8930  -0.1627
Cl 3.1026 -3.9357 1.6332  0.0475
Cl 1.7638 -1.6686 3.8262  0.0926
C 1.5313 1.6963 -4.7338  -0.0515
N 0.3823 2.1817 -4.0021  -0.1645
C -0.3395 3.3687 -4.4432  -0.1136
C -1.4636 3.4896 -3.4026  -0.1245
N -1.4390 2.1610 -2.8070  0.0203
C -0.3409 1.4464 -3.1346  -0.7930
S 0.0214 -0.0971 -2.5751  0.6802
H 2.1651 2.5456 -4.9869  0.0900
H 1.2337 1.1851 -5.6526  0.0974
H 2.0867 0.9987 -4.1132  0.0650
H -0.7314 3.2261 -5.4547  0.1266
H 0.3182 4.2370 -4.4493  0.1224
H -2.4259 3.6986 -3.8650  0.1168
H -1.2531 4.2654 -2.6639  0.1157
H -2.1041 1.8079 -2.1432  0.1152

***

(3)
Formula: C20H26F2N5O3ReS
Source: the OMol25 dataset
Level of theory: ωB97M-V/def2-TZVPD

Summary:
charge: +3
multiplicity: 2
E_HOMO (alpha / beta): -0.568 / -0.556 Eh
HOMO-LUMO gap (alpha / beta): 6.8034 / 6.1560 eV

Last column: Löwdin charge in e.
Atoms and positions in Å:
Re -0.7981 0.1172 -0.2192  1.4964
C -0.3084 -1.1015 -4.8608  0.0358
N -1.2379 -1.7458 -3.9221  -0.0924
C -2.0582 -2.8473 -4.4518  0.0237
C -1.3464 -1.3490 -2.6867  -0.3494
O -0.6477 -0.3940 -2.2062  -0.1189
C -2.3620 -2.0418 -1.7829  -0.0247
O -2.2009 -1.4304 -0.4933  -0.2763
C -3.0505 -1.8134 0.6001  -0.0253
C -2.6633 -0.9092 1.7669  -0.3487
O -1.8096 0.0241 1.5713  -0.1092
N -3.2301 -1.0999 2.9227  -0.0898
C -2.9214 -0.2499 4.0841  0.0392
C -4.2233 -2.1664 3.1306  0.0248
H 0.4071 -1.8460 -5.2064  0.1177
H 0.2049 -0.2858 -4.3657  0.0927
H -0.8805 -0.7252 -5.7069  0.1178
H -1.8306 -3.7788 -3.9346  0.1130
H -1.8100 -2.9700 -5.5012  0.1124
H -3.1191 -2.6098 -4.3785  0.1124
H -2.1881 -3.1178 -1.7074  0.1600
H -3.3780 -1.8551 -2.1430  0.1626
H -2.9005 -2.8713 0.8290  0.1590
H -4.0944 -1.6409 0.3215  0.1635
H -2.2207 0.5238 3.7956  0.0941
H -2.4928 -0.8760 4.8649  0.1189
H -3.8505 0.1930 4.4379  0.1175
H -5.0810 -2.0288 2.4736  0.1128
H -4.5676 -2.1023 4.1579  0.1127
H -3.7698 -3.1456 2.9822  0.1130
F 2.5118 -3.1035 2.0176  0.1163
C 2.5348 -1.8548 1.5571  -0.2581
C 1.3900 -1.5157 0.8750  -0.1091
C 0.9689 -0.3074 0.2915  -0.5106
C 3.6506 1.1182 0.7591  -0.2900
C 4.1190 0.0809 1.6161  -0.2592
F 5.3002 0.3925 2.1663  0.1012
C 3.7060 -1.1760 1.9362  0.0550
C 1.2367 2.3509 -0.0520  -0.3987
C 1.7398 3.6313 0.0270  -0.0121
C 0.8420 4.6823 0.1727  0.0170
C -0.5167 4.4165 0.2124  0.0073
C -0.9406 3.1096 0.0869  -0.0708
N -0.0824 2.0822 -0.0452  -0.1308
H 0.6455 -2.3049 0.8727  0.1112
H 4.3911 -1.7350 2.5596  0.1496
H 2.7986 3.8247 -0.0293  0.1071
H 1.2102 5.6967 0.2455  0.1392
H -1.2463 5.2052 0.3253  0.1356
H -1.9912 2.8506 0.0889  0.1252
N 4.7162 2.3471 -1.0325  0.1889
C 4.6128 2.0867 0.2784  -0.4222
N 5.3592 2.7767 1.1236  0.2363
S 2.2396 0.8862 -0.2914  1.2406
H 5.3515 3.0548 -1.3730  0.1449
H 4.4514 1.6391 -1.6984  0.1226
H 6.1913 3.2649 0.8230  0.1537
H 5.2391 2.6444 2.1155  0.1443

***

(4)
Formula: C20H26FN5O3
Source: the OMol25 dataset
Level of theory: ωB97M-V/def2-TZVPD

Summary:
charge: 0
multiplicity: 1
E_HOMO: -0.337 Eh
HOMO-LUMO gap: 9.6546 eV
SMILES: C[C@@H]1CN(C(=O)c2n[nH]cc2-c2ccncc2)CC[C@@H]1N(C)C(=O)COCCF

Last column: Löwdin charge in e.
Atoms and positions in Å:
C 0.1176 2.3957 1.6680  -0.0562
C 0.9241 1.6002 0.6514  -0.2814
C 1.3096 2.4943 -0.5210  -0.0963
N 2.2152 1.7836 -1.4147  -0.0057
C 3.5255 2.1259 -1.4488  -0.4134
O 3.9897 3.0806 -0.8468  0.0677
C 4.4330 1.2278 -2.2403  -0.1882
N 4.8215 1.5447 -3.4599  0.1203
N 5.6419 0.5471 -3.8197  -0.0099
C 5.7776 -0.3968 -2.8687  -0.0275
C 5.0021 0.0053 -1.8046  -0.1314
C 4.7554 -0.6824 -0.5324  -0.1786
C 4.6265 -2.0674 -0.4687  -0.0236
C 4.3285 -2.6632 0.7462  -0.1477
N 4.1459 -1.9860 1.8776  0.0593
C 4.2825 -0.6631 1.8135  -0.1419
C 4.5872 0.0304 0.6525  -0.0122
C 1.6401 0.5941 -2.0214  -0.1090
C 1.0885 -0.3493 -0.9494  -0.0739
C 0.2576 0.2901 0.1770  -0.2184
N -1.2157 0.3844 -0.0405  -0.0381
C -1.9363 -0.0342 1.1698  -0.0474
C -1.8657 -0.0852 -1.1702  -0.4210
O -2.7276 -0.9401 -1.1094  0.0823
C -1.6005 0.5125 -2.5422  -0.1302
O -1.1759 1.8510 -2.4909  -0.1538
C -1.1043 2.4215 -3.7809  -0.2002
C -0.6453 3.8486 -3.6739  -0.1711
F -1.6278 4.6264 -3.0772  -0.0393
H -0.8695 2.6457 1.2756  0.0874
H -0.0057 1.8524 2.6055  0.0766
H 0.6343 3.3285 1.8988  0.0843
H 1.8639 1.2868 1.1227  0.1396
H 0.4146 2.7862 -1.0711  0.1164
H 1.8224 3.3851 -0.1675  0.1274
H 6.0930 0.5867 -4.7161  0.1528
H 6.4185 -1.2526 -2.9996  0.1287
H 4.7267 -2.6738 -1.3601  0.1114
H 4.2176 -3.7401 0.8107  0.1044
H 4.1426 -0.1237 2.7443  0.1078
H 4.6967 1.1074 0.6719  0.1149
H 0.8646 0.9175 -2.7102  0.0905
H 2.3999 0.0762 -2.6023  0.1256
H 0.5340 -1.1681 -1.4149  0.1256
H 1.9483 -0.8078 -0.4541  0.1065
H 0.3400 -0.4169 1.0087  0.1443
H -2.9907 0.2098 1.0718  0.0980
H -1.8491 -1.1110 1.3395  0.0990
H -1.5282 0.4966 2.0230  0.0688
H -0.8776 -0.1178 -3.0806  0.1296
H -2.5537 0.4257 -3.0719  0.1377
H -0.3898 1.8697 -4.4107  0.1325
H -2.0857 2.3816 -4.2689  0.1353
H 0.2596 3.9261 -3.0685  0.1175
H -0.4514 4.2525 -4.6693  0.1243